1.
Below is a cluster of 8 separate species, C32H55N10O2P in total, with properties calculated with ωB97M-V with the def2-TZVPD basis set.

XYZ file:
```
100
Properties=species:S:1:pos:R:3:lowdin_charge:R:1
N -2.26859 0.81452 3.47124 -0.350
P -1.97310 1.89968 2.27129 0.773
C -3.63744 2.67275 1.75680 -0.462
N -3.40641 4.09161 1.19713 -0.005
O -4.49911 1.83954 0.91232 -0.092
C -3.75154 1.00247 -0.03136 -0.266
O -3.53762 -0.29175 0.33595 -0.042
C -3.19499 1.42701 -1.51211 -0.095
C -3.38657 3.00455 -1.90869 -0.217
C -2.93418 3.21688 -3.50500 -0.196
C -1.26741 3.25730 -3.53351 -0.204
C -0.77961 1.85928 -4.28443 -0.229
C 0.74635 1.39923 -3.89946 -0.203
C 1.17805 -0.06232 -4.58479 -0.205
C 0.15641 -1.29029 -4.16779 -0.219
C 0.24014 -1.70882 -2.57866 -0.214
C 1.74808 -2.21555 -2.12562 -0.202
C 1.91627 -2.36661 -0.47820 -0.183
C 1.68756 -0.96482 0.34083 -0.176
N 2.99078 -0.18305 0.53876 -0.176
C 4.35538 -0.71064 1.02525 -0.040
C 5.35324 0.62704 1.01449 -0.096
C 4.47323 1.89641 0.46465 -0.085
C 2.93327 1.31432 0.19646 -0.051
H -3.29166 0.75147 3.66834 -0.044
H -1.10483 2.99647 2.72056 -0.019
H -1.27811 1.17688 1.23766 0.007
H -4.24613 2.85696 2.76790 0.153
H -4.09717 4.31502 0.44809 0.073
H -2.42004 4.09290 0.85766 0.041
H -3.81719 0.80398 -2.31829 0.148
H -2.07365 1.06432 -1.63808 0.126
H -4.50298 3.37427 -1.84654 0.123
H -2.63352 3.67635 -1.29266 0.093
H -3.27123 4.32359 -3.77924 0.115
H -3.38877 2.40084 -4.21059 0.114
H -0.80288 3.33663 -2.43825 0.109
H -0.85865 4.20752 -4.10930 0.099
H -0.81677 2.01275 -5.46087 0.103
H -1.58889 1.05024 -4.01444 0.082
H 0.97753 1.40732 -2.74079 0.098
H 1.48613 2.19652 -4.37572 0.100
H 2.31441 -0.28718 -4.34776 0.103
H 1.07070 0.08396 -5.74714 0.106
H -0.96770 -0.99576 -4.43856 0.108
H 0.43499 -2.23373 -4.80202 0.108
H -0.15834 -0.78885 -1.96314 0.083
H -0.54181 -2.58775 -2.40454 0.122
H 2.61988 -1.56430 -2.59421 0.107
H 1.91017 -3.31115 -2.56718 0.119
H 1.09884 -3.16270 -0.13127 0.121
H 2.97511 -2.87417 -0.28677 0.108
H 0.93533 -0.21456 -0.15932 0.094
H 1.25262 -1.19792 1.41737 0.130
H 4.58108 -1.81386 1.34768 0.049
H 6.49138 0.64669 1.34952 0.058
H 4.88109 2.98684 0.34392 0.033
H 1.99394 1.92547 -0.18934 0.095
C 0.51121 4.63856 5.20850 -0.073
C 0.87341 4.35304 3.76018 -0.216
N 1.17404 4.11614 2.55876 0.088
H 1.05966 3.96267 5.87026 0.079
H 0.76914 5.67078 5.46075 0.076
H -0.56186 4.49250 5.36019 0.076
C 2.66234 3.90450 -7.01167 -0.075
C 1.14841 4.01387 -6.93163 -0.194
N -0.10748 4.10468 -6.86539 0.100
H 2.97333 3.78940 -8.05359 0.076
H 3.12355 4.80644 -6.60003 0.079
H 3.00420 3.03720 -6.44006 0.069
C -4.48635 -3.64481 1.20087 -0.075
C -4.84945 -4.83267 0.32481 -0.216
N -5.15072 -5.81797 -0.40205 0.068
H -4.16423 -2.80630 0.57740 0.053
H -5.35438 -3.33724 1.79042 0.079
H -3.67328 -3.91689 1.87963 0.056
C 4.34833 -2.54934 5.21796 -0.069
C 4.11802 -3.07342 3.80989 -0.179
N 3.92688 -3.50831 2.64188 0.092
H 3.52557 -2.85642 5.86936 0.079
H 5.28538 -2.94857 5.61570 0.075
H 4.40371 -1.45729 5.20488 0.077
C 8.54233 3.27272 -0.03364 -0.074
C 7.28576 3.82111 -0.68988 -0.206
N 6.24328 4.27588 -1.23423 0.092
H 8.27268 2.56452 0.75459 0.063
H 9.15801 2.75986 -0.77766 0.077
H 9.12109 4.09035 0.40490 0.075
C -2.77315 -5.34281 4.49647 -0.111
C -1.48015 -5.32521 5.29533 -0.210
N -0.40750 -5.31044 5.95799 0.071
H -3.22613 -4.34764 4.49821 0.073
H -2.56940 -5.63943 3.46392 0.070
H -3.47536 -6.05453 4.93938 0.039
C -5.96225 -8.87727 3.94746 -0.071
C -5.85828 -7.36089 3.93534 -0.180
N -5.77207 -6.10297 3.92545 0.102
H -5.68693 -9.26205 4.93321 0.077
H -6.98725 -9.18248 3.71971 0.078
H -5.28917 -9.30311 3.19817 0.079
```

For the orbital gap, the calculation gives 7.118 eV. As for the SMILES: N=[PH2][C@@H](N)OC(=O)CCCCCCCCCCCCn1cccc1.CC#N.CC#N.CC#N.CC#N.CC#N.CC#N.CC#N. The value obtained for the calculated total energy is -2290.91888 a.u. As for the lowest unoccupied orbital energy: -0.05 eV. The value obtained for the highest occupied orbital energy is -7.17 eV. The multiplicity is 1. The value obtained for the maximum force is 10.14 eV/Å.


2.
Below is a structure of composition C32H56As3BaClF4N3O6S2, with properties calculated with ωB97M-V with the def2-TZVPD basis set.

XYZ file:
```
108
Properties=species:S:1:pos:R:3:lowdin_charge:R:1
Ba 1.05799 -0.58274 -0.44757 1.740
C -2.21711 0.24383 4.57143 -0.074
C -1.29600 -0.10382 3.39258 -0.256
N -0.83136 -1.47539 3.33852 -0.178
C -0.09416 -1.92877 4.49727 -0.257
C 1.16829 -1.09858 4.73082 -0.083
C -1.80946 -2.41683 2.80504 -0.174
C -1.78610 -2.44105 1.27386 -0.259
N -0.55271 -2.96104 0.71717 -0.037
C -0.48469 -4.22762 0.36676 -0.248
C 0.68195 -4.68897 -0.32504 -0.170
F 1.72789 -3.82113 -0.42277 0.014
C 0.82076 -5.92676 -0.88282 -0.245
F 1.95506 -6.21967 -1.55778 0.059
C -0.16049 -6.90226 -0.76798 0.010
C -1.26051 -6.54328 -0.00958 -0.250
F -2.21996 -7.47486 0.20244 0.052
C -1.42102 -5.30280 0.55836 -0.139
F -2.50781 -5.14774 1.37352 0.032
H -2.61147 1.25544 4.45063 0.063
H -1.67674 0.20690 5.51889 0.061
H -3.06123 -0.44546 4.62366 0.066
H -0.42245 0.55664 3.41416 0.081
H -1.81906 0.09687 2.45331 0.095
H 0.19754 -2.96323 4.30924 0.112
H -0.70405 -1.93522 5.41976 0.108
H 1.63580 -0.89063 3.76822 0.049
H 1.87521 -1.64321 5.36056 0.069
H 0.94328 -0.15042 5.22483 0.064
H -2.83193 -2.17782 3.14644 0.113
H -1.57615 -3.41786 3.16781 0.113
H -1.86682 -1.40443 0.92460 0.033
H -2.66703 -2.97870 0.91122 0.109
H -0.06972 -7.87357 -1.22714 0.111
O 0.45473 0.60658 -2.50630 -0.465
N 0.59473 -0.07579 -3.63230 -0.232
C 1.22868 0.49250 -4.67514 -0.067
C 1.44497 -0.16901 -5.85515 -0.082
C 1.00462 -1.48943 -5.96519 -0.085
C 0.34444 -2.06328 -4.90791 -0.093
C 0.10663 -1.35869 -3.71074 -0.700
S -0.77940 -2.00082 -2.41789 0.587
H 1.57032 1.49936 -4.49337 0.133
H 1.97145 0.32857 -6.65609 0.097
H 1.17329 -2.05041 -6.87576 0.099
H -0.01447 -3.08128 -4.94104 0.099
C 1.35782 3.10770 -0.55732 -0.303
As 0.46347 1.94573 0.73692 1.017
C 1.50612 2.58881 2.28303 -0.291
C -1.10713 3.08317 1.25459 -0.339
C -2.26925 3.42255 0.30289 -0.683
C -3.18060 4.38029 1.09462 -0.116
C -3.10905 2.19406 -0.07108 -0.342
As -2.19529 0.62214 -0.96337 1.090
C -3.83895 -0.47553 -0.82679 -0.314
C -2.57693 1.09204 -2.83741 -0.317
C -1.72193 4.10663 -0.97003 -0.370
As -2.84054 5.46063 -1.88323 1.117
C -3.66127 4.37966 -3.30830 -0.353
C -1.35859 6.13179 -2.99641 -0.356
H 1.34126 4.15494 -0.25311 0.029
H 0.91126 2.98591 -1.54265 0.013
H 2.39084 2.77224 -0.62405 0.010
H 1.70289 3.65916 2.20171 0.026
H 2.45279 2.05114 2.31179 -0.003
H 0.97445 2.38920 3.21369 0.018
H -0.68736 4.02689 1.62012 0.075
H -1.51930 2.55935 2.12539 0.059
H -3.45011 3.94055 2.05762 0.079
H -4.10030 4.58623 0.54501 0.052
H -2.67614 5.33313 1.27819 0.075
H -3.94193 2.51845 -0.70487 0.066
H -3.54266 1.77240 0.84336 0.069
H -4.68080 0.01488 -1.31602 0.022
H -4.09562 -0.68028 0.21273 0.015
H -3.62567 -1.42118 -1.32661 0.008
H -3.55409 1.56228 -2.94231 0.009
H -2.56012 0.14695 -3.38096 0.010
H -1.79671 1.73245 -3.24737 0.005
H -1.42685 3.33567 -1.68661 0.052
H -0.82126 4.66701 -0.70664 0.052
H -4.45033 3.74588 -2.90505 0.004
H -2.91612 3.75204 -3.79677 0.008
H -4.10584 5.04651 -4.04779 0.011
H -0.64465 6.67199 -2.37440 0.010
H -1.73042 6.81509 -3.75988 0.010
H -0.84303 5.30267 -3.48410 0.022
O 3.50004 0.00998 -3.33776 -0.257
Cl 3.42320 -0.45992 -2.00398 0.602
O 3.01488 0.60829 -1.12893 -0.577
O 4.71311 -0.92866 -1.59166 -0.328
O 2.46318 -1.50638 -1.88026 -0.627
C 5.15146 1.03222 1.03332 -0.121
C 4.78441 -0.29453 1.67851 -0.321
S 3.36676 -1.10605 0.85010 0.851
O 2.19818 -0.37935 1.42856 -0.861
C 3.49319 -2.65448 1.80094 -0.346
C 4.44898 -3.59648 1.07633 -0.118
H 5.95482 1.51448 1.59188 0.079
H 4.29341 1.70401 1.01350 0.058
H 5.48119 0.87643 0.00820 0.066
H 4.44532 -0.16924 2.70695 0.095
H 5.62144 -0.99201 1.63994 0.090
H 2.47706 -3.05376 1.81599 0.088
H 3.81347 -2.42745 2.81794 0.090
H 4.08954 -3.79446 0.06735 0.073
H 4.52703 -4.54789 1.60200 0.080
H 5.45152 -3.17006 0.99904 0.066
```

For the orbital gap, the calculation gives 5.503 eV. The value obtained for the calculated total energy is -10257.13496 a.u. The total charge is -1. As for the lowest unoccupied orbital energy: 1.96 eV. The value obtained for the highest occupied orbital energy is -3.55 eV. The relative energy (zero: lowest compared OMol25 entry of this formula, charge and spin) comes out at 5.310 eV. The multiplicity is 1. The value obtained for the maximum force is 10.01 eV/Å.


Which of these has the highest maximum force? C32H55N10O2P


lowest unoccupied orbital energy of number 2 (C32H56As3BaClF4N3O6S2)? 1.96 eV